No. 1
Entry from the OMol25 dataset: a cluster of 3 separate species, C3H13NO2S in total at a distorted geometry (the ωB97M-V functional and the def2-TZVPD basis).

ΔE to the lowest compared entry with this formula, charge and spin (eV): 0.628
SMILES: C[C@H](N)CS.O.O
Gap between HOMO and LUMO (eV): 9.338
E_tot (eV): -19741.814
Highest occupied orbital energy (eV): -8.78

Cartesian coordinates (Å):
C  0.083  -0.553  3.155
C  0.475  0.054  1.785
C  1.961  0.031  1.541
S  2.527  0.670  -0.068
N  -0.249  -0.614  0.695
H  0.870  -0.446  3.897
H  -0.946  -0.333  3.411
H  0.065  -1.638  2.960
H  0.152  1.100  1.828
H  2.292  -1.010  1.662
H  2.502  0.598  2.299
H  1.510  0.281  -0.874
H  -1.053  -0.072  0.432
H  -0.538  -1.557  0.850
H  -2.761  1.040  -2.140
H  -1.415  0.401  -1.781
O  -2.355  0.201  -1.933
H  -1.641  0.868  -5.480
H  -0.548  0.661  -6.511
O  -0.933  0.316  -5.728

=====

No. 2
Entry from the OMol25 dataset: a cluster of 4 separate species, H8O4 in total (the ωB97M-V functional and the def2-TZVPD basis).

ΔE to the lowest compared entry with this formula, charge and spin (eV): 0.728
SMILES: O.O.O.O
Gap between HOMO and LUMO (eV): 11.030
E_tot (eV): -8319.948
Highest occupied orbital energy (eV): -10.92

Cartesian coordinates (Å):
O  -0.018  2.168  0.342
H  0.680  2.204  -0.319
H  -0.023  1.250  0.629
O  -0.917  -0.732  -1.217
H  -1.820  -0.454  -1.389
H  -0.865  -0.852  -0.259
O  1.924  -0.486  -1.582
H  0.957  -0.453  -1.515
H  2.222  -0.836  -0.739
O  -0.563  -0.546  1.659
H  -0.948  -1.355  2.013
H  -0.628  0.094  2.377

=====

No. 3
Entry from the OMol25 dataset: a structure of composition C11H17BFeN6O at a distorted geometry (the ωB97M-V functional and the def2-TZVPD basis).

ΔE to the lowest compared entry with this formula, charge and spin (eV): 0.000
Net charge: +2
Gap between HOMO and LUMO (alpha / beta) (eV): 4.389 / 5.767
2S+1: 5
E_tot (eV): -57715.911
Highest occupied orbital energy (alpha / beta) (eV): -15.60 / -15.62

Cartesian coordinates (Å):
C  -0.499  -2.457  0.491
N  0.076  -1.319  0.028
N  0.788  -1.669  -1.107
C  0.671  -2.985  -1.348
C  -0.156  -3.531  -0.356
B  1.454  -0.550  -1.953
N  0.369  0.503  -2.265
N  -0.302  1.168  -1.227
C  -1.229  1.979  -1.800
C  -1.125  1.861  -3.202
C  -0.097  0.955  -3.438
Fe  0.237  0.724  0.544
N  2.462  0.107  -0.981
N  1.984  0.692  0.217
C  3.067  1.152  0.894
C  4.216  0.908  0.105
C  3.779  0.285  -1.058
H  2.950  1.578  1.895
H  4.305  -0.072  -1.939
H  5.237  1.103  0.365
H  1.972  -0.957  -2.952
H  0.377  0.582  -4.336
H  1.197  -3.440  -2.183
H  -1.685  2.377  -3.951
H  -0.423  -4.565  -0.259
H  -1.921  2.534  -1.187
H  -1.123  -2.482  1.365
H  0.028  2.772  1.952
C  -0.499  1.808  1.838
H  -1.581  1.971  1.691
H  -3.881  0.526  2.252
H  -0.355  1.135  2.710
C  -4.093  -0.529  3.883
O  -3.388  -0.213  2.679
H  -3.351  -0.678  4.679
H  -4.619  -1.492  3.775
H  -4.842  0.224  4.177

=====

No. 4
Entry from the OMol25 dataset: the molecule C5H5NO2 at a distorted geometry (the ωB97M-V functional and the def2-TZVPD basis).

ΔE to the lowest compared entry with this formula, charge and spin (eV): 7.366
SMILES: N#CC1O[C@@H]2C[C@H]2O1
Gap between HOMO and LUMO (eV): 10.451
E_tot (eV): -10843.949
Highest occupied orbital energy (eV): -9.97

Cartesian coordinates (Å):
C  -1.969  -0.087  -0.034
C  -0.737  0.780  0.318
C  0.970  -0.694  0.349
C  2.275  -0.738  -0.365
C  1.421  0.462  -0.276
H  -0.791  1.804  0.795
H  0.370  -1.251  -0.435
H  2.191  -1.259  -1.326
H  3.166  -0.468  0.238
H  1.818  1.195  0.279
N  -2.772  -0.796  -0.501
O  -0.020  -0.134  1.253
O  0.131  1.036  -0.751

=====

No. 5
Entry from the OMol25 dataset: a structure of composition C33H40CsN6Se at a distorted geometry (the ωB97M-V functional and the def2-TZVPD basis).

ΔE to the lowest compared entry with this formula, charge and spin (eV): 0.281
Net charge: -1
Gap between HOMO and LUMO (eV): 5.810
E_tot (eV): -109706.194
Highest occupied orbital energy (eV): -3.91

Cartesian coordinates (Å):
Cs  2.123  2.100  -0.447
C  -3.225  -3.176  -2.332
C  -3.080  -2.795  -0.891
C  -3.995  -3.234  0.053
C  -3.880  -2.876  1.385
C  -2.828  -2.074  1.792
C  -1.907  -1.622  0.869
C  -2.029  -1.967  -0.473
N  -1.108  -1.505  -1.414
C  -0.515  -0.254  -1.387
N  0.697  -0.203  -2.000
C  1.711  -1.193  -1.663
C  2.472  -0.948  -0.511
C  3.357  -1.995  -0.211
C  3.489  -3.144  -0.980
C  2.751  -3.286  -2.141
C  1.841  -2.298  -2.502
C  1.081  -2.442  -3.796
N  -1.069  0.806  -0.923
C  -2.415  0.946  -0.674
C  -2.892  1.209  0.611
C  -4.241  1.386  0.842
C  -5.142  1.344  -0.208
C  -4.670  1.145  -1.496
C  -3.325  0.950  -1.749
C  -2.800  0.797  -3.146
H  -4.065  -3.855  -2.459
H  -2.324  -3.663  -2.707
H  -3.403  -2.289  -2.939
H  -4.822  -3.858  -0.265
H  -4.614  -3.223  2.100
H  -2.723  -1.810  2.834
H  -1.069  -1.011  1.173
H  -0.577  -2.213  -1.907
H  1.061  0.741  -2.049
H  3.972  -1.908  0.682
H  4.177  -3.931  -0.684
H  2.876  -4.158  -2.773
H  1.786  -2.530  -4.625
H  0.447  -1.578  -3.989
H  0.460  -3.341  -3.797
H  -2.183  1.275  1.425
H  -4.596  1.555  1.851
H  -6.200  1.473  -0.029
H  -5.364  1.151  -2.329
H  -3.597  0.913  -3.877
H  -2.333  -0.178  -3.281
H  -2.033  1.552  -3.332
C  2.438  -0.401  6.895
C  1.708  0.934  6.722
N  0.928  1.032  5.511
C  -0.375  0.394  5.517
C  -0.365  -1.003  4.891
C  1.431  1.565  4.348
C  2.849  2.066  4.376
N  0.813  1.707  3.251
H  3.160  -0.336  7.704
H  2.970  -0.661  5.984
H  1.743  -1.202  7.125
H  2.437  1.744  6.738
H  1.038  1.090  7.575
H  -1.086  1.032  4.979
H  -0.711  0.334  6.557
H  0.038  -0.962  3.881
H  -1.375  -1.403  4.844
H  0.246  -1.683  5.478
H  2.922  2.970  4.979
H  3.136  2.300  3.354
H  3.529  1.316  4.769
H  -0.143  1.373  3.228
Se  2.490  4.355  -3.026
C  3.058  4.052  -4.785
C  2.146  3.819  -5.814
C  2.623  3.638  -7.094
N  3.908  3.673  -7.425
C  4.769  3.902  -6.440
C  4.408  4.097  -5.126
H  1.086  3.791  -5.605
H  1.940  3.457  -7.918
H  5.812  3.933  -6.739
H  5.153  4.291  -4.367

=====

No. 6
Entry from the OMol25 dataset: a cluster of 2 separate species, C5H16N4 in total at a distorted geometry (the ωB97M-V functional and the def2-TZVPD basis).

ΔE to the lowest compared entry with this formula, charge and spin (eV): 2.109
SMILES: CC(C)(C)N.N/C=N\N
Gap between HOMO and LUMO (eV): 8.846
E_tot (eV): -11403.427
Highest occupied orbital energy (eV): -7.95

Cartesian coordinates (Å):
C  -1.534  0.338  -0.050
C  -1.793  1.460  -1.061
C  -1.538  0.940  1.361
C  -2.654  -0.706  -0.154
N  -0.112  -0.373  -0.174
H  -0.228  -0.137  -1.200
H  -0.237  -1.375  -0.096
H  -1.879  1.049  -2.066
H  -0.955  2.154  -1.057
H  -2.714  1.994  -0.830
H  -1.344  0.172  2.107
H  -2.537  -1.469  0.612
H  -0.774  1.709  1.443
H  -2.504  1.384  1.598
H  -2.631  -1.190  -1.131
H  -3.632  -0.247  -0.018
N  2.323  -1.293  1.269
N  3.877  0.266  -0.414
C  3.071  -0.768  -0.831
N  2.288  -1.472  -0.123
H  1.624  -1.916  1.655
H  2.065  -0.341  1.513
H  4.109  0.260  0.567
H  4.630  0.540  -1.024
H  3.079  -0.979  -1.893